This record from OMol25 describes a structure of composition C35H31F6N7RuSbSe. The level of theory is wB97M-V/def2-TZVPD.

```
82
Properties=species:S:1:pos:R:3:mulliken_charge:R:1
Ru -0.9856 -0.8558 -0.5494 -0.947
C 3.9050 -3.7683 -4.5393 -1.707
C 3.2187 -2.9127 -3.5130 0.485
C 3.6697 -2.8646 -2.1938 -0.853
C 2.9657 -2.1947 -1.2215 -0.209
C 1.7859 -1.4877 -1.5078 0.397
N 1.0360 -0.9187 -0.4952 1.663
C 1.6683 -0.3338 0.5840 -0.365
C 2.7891 0.5003 0.4375 0.133
C 3.3089 1.2126 1.4952 -1.097
C 2.7404 1.1498 2.7704 0.758
C 3.2500 2.0045 3.8979 -1.547
C 1.6620 0.3022 2.9423 -0.617
C 1.1574 -0.4482 1.8839 -0.528
N 0.1403 -1.4006 2.1775 0.076
C 0.0848 -2.2047 3.2567 -0.254
C -1.0479 -2.9778 3.1515 -1.400
C -1.6303 -2.5977 1.9417 -1.095
N -0.9109 -1.6384 1.3678 1.589
C 1.3874 -1.4793 -2.8472 -0.463
C 2.0680 -2.2147 -3.8145 -0.727
N 0.2708 -0.7072 -3.3011 -0.147
C 0.1509 -0.1523 -4.5223 -0.235
C -1.0986 0.4195 -4.6148 -1.317
C -1.6885 0.1749 -3.3779 -0.495
N -0.8564 -0.4991 -2.5897 0.675
H 4.9847 -3.7773 -4.3871 0.391
H 3.7077 -3.4136 -5.5513 0.369
H 3.5526 -4.8001 -4.4736 0.302
H 4.5608 -3.4148 -1.9146 0.366
H 3.2913 -2.2400 -0.1903 0.528
H 3.2243 0.5995 -0.5491 0.549
H 4.1589 1.8635 1.3236 0.380
H 4.3202 2.1870 3.8005 0.394
H 3.0751 1.5329 4.8654 0.372
H 2.7515 2.9774 3.9090 0.234
H 1.1922 0.2130 3.9160 0.530
H 0.8703 -2.1839 3.9915 0.570
H -1.3755 -3.7557 3.8172 0.518
H -2.4909 -2.9961 1.4315 0.540
H 1.6629 -2.2673 -4.8176 0.551
H 0.9602 -0.2034 -5.2280 0.555
H -1.5181 0.9399 -5.4568 0.451
H -2.6609 0.4420 -3.0012 0.390
C -4.1577 2.1437 -0.9715 -1.146
N -3.9805 1.5779 0.3489 0.194
C -3.7653 0.2779 0.6189 -0.645
Se -3.6483 -1.1301 -0.5954 -0.114
N -3.5293 0.1735 1.9389 0.221
C -3.4599 1.4306 2.5160 0.673
C -3.1585 1.8559 3.8000 -0.862
C -3.1531 3.2242 4.0177 -0.554
C -3.4439 4.1296 2.9923 -0.729
C -3.7520 3.7004 1.7118 -0.673
C -3.7533 2.3314 1.4958 0.792
H -4.5240 1.3633 -1.6324 0.398
H -3.2032 2.5246 -1.3406 0.284
H -4.8854 2.9518 -0.9213 0.443
H -3.2320 -0.6975 2.3525 0.312
H -2.9297 1.1537 4.5904 0.472
H -2.9170 3.6015 5.0035 0.414
H -3.4230 5.1902 3.2031 0.407
H -3.9609 4.4030 0.9169 0.425
C -1.0031 0.8415 -0.1329 1.020
C -0.1621 2.0178 -0.1610 0.560
C -0.0891 2.8161 0.9881 -0.406
C 0.7352 3.9271 1.0120 -1.006
C 1.4516 4.2857 -0.1226 -0.628
C 1.3544 3.5225 -1.2801 -0.814
C 0.5673 2.3842 -1.3016 0.136
H -0.6716 2.5412 1.8601 0.544
H 0.8100 4.5233 1.9128 0.483
H 2.0855 5.1632 -0.1064 0.405
H 1.9128 3.8051 -2.1634 0.464
H 0.5184 1.7700 -2.1919 0.204
F -1.0459 -3.0843 -1.2238 -0.520
Sb -0.2549 -4.8531 -0.9539 2.349
F 0.9713 -4.0031 0.2166 -0.656
F -1.4531 -5.0873 0.4939 -0.551
F 0.5130 -6.5408 -0.6515 -0.546
F -1.5600 -5.5276 -2.1299 -0.554
F 0.8888 -4.5177 -2.4137 -0.557
```

Output
Relative energy (zero: lowest compared OMol25 entry of this formula, charge and spin) ... 3.24 kJ/mol
DFT total energy ... -5071.55884 a.u.
Spin multiplicity ... 2
HOMO-LUMO gap (spin up / spin down) ... 6.517 / 6.444 eV
<S²> ... 0.766
E_HOMO (spin up / spin down) ... -6.68 / -6.78 eV

This record from OMol25 describes a structure of composition C26H30BBrIN3O4RbSbSe4 at a distorted geometry. The level of theory is wB97M-V/def2-TZVPD.

```
72
Properties=species:S:1:pos:R:3:mulliken_charge:R:1
Rb 0.5483 1.6359 -0.5559 0.530
C -3.9223 0.5998 -1.3755 -1.285
C -3.4859 0.6203 0.0602 0.559
N -4.0550 -0.2124 0.9009 -0.671
C -3.6529 -0.2217 2.1846 -1.336
C -2.6606 0.5977 2.6730 0.884
C -2.2477 0.4996 4.1163 -0.970
O -2.5160 1.6809 4.8758 -0.615
C -2.0588 1.5313 1.8066 2.061
C -0.9606 2.3659 2.3052 -1.651
N -0.6773 3.5888 2.0581 -0.470
C -1.5614 4.4204 1.3632 0.570
C -2.9045 4.5232 1.7340 0.166
C -3.7457 5.4280 1.1136 -0.814
C -3.2621 6.2578 0.1125 -0.552
C -1.9264 6.1848 -0.2497 -0.541
C -1.0785 5.2865 0.3787 -0.158
I 0.9382 5.1976 -0.1498 0.169
C -2.4475 1.5598 0.4299 0.337
O -1.8939 2.2911 -0.4422 -1.050
H -4.9405 0.2195 -1.4475 0.367
H -3.2703 -0.0500 -1.9684 0.164
H -3.8454 1.5980 -1.8062 0.325
H -4.1551 -0.9281 2.8393 0.311
H -1.1852 0.2396 4.1897 0.268
H -2.8126 -0.2983 4.5991 0.454
H -1.9649 2.3888 4.5237 0.450
H -0.2501 1.8610 2.9665 0.646
H -3.2816 3.8737 2.5139 0.381
H -4.7855 5.4816 1.4133 0.380
H -3.9167 6.9660 -0.3808 0.352
H -1.5337 6.8319 -1.0233 0.366
C 4.8065 -2.4347 -2.1919 -0.827
C 3.9153 -1.4927 -2.9355 0.307
C 4.2331 -0.9704 -4.1845 -0.552
C 3.3595 -0.0985 -4.8148 -0.450
C 2.1846 0.2070 -4.1510 -0.194
Br 0.9273 1.3811 -4.9883 -0.208
N 1.8514 -0.2488 -2.9679 -0.086
C 2.7161 -1.0704 -2.3741 -0.277
H 5.3225 -3.1141 -2.8726 0.439
H 4.2309 -3.0176 -1.4713 0.038
H 5.5514 -1.8604 -1.6319 -0.128
H 5.1669 -1.2400 -4.6636 0.426
H 3.5762 0.3327 -5.7807 0.403
H 2.4436 -1.4156 -1.3871 1.095
Se 5.7933 1.9958 2.9518 -0.639
Sb 5.2907 1.3670 0.7156 0.639
Se 6.8895 0.0061 -0.4288 -0.658
Se 4.0551 2.9022 -0.6747 -0.592
Se 2.7396 -0.0875 1.3220 -0.423
C -1.3739 -3.0195 1.0694 -1.713
C -0.1856 -2.7311 0.1599 1.770
C -0.6975 -2.5175 -1.2626 -1.522
O 0.4016 -1.4991 0.5804 -0.127
B 1.7531 -1.6517 0.8410 0.534
O 2.1539 -2.9503 0.6028 -0.582
C 1.0140 -3.7606 0.2780 1.870
C 0.8519 -4.7751 1.4067 -2.089
C 1.3340 -4.5041 -1.0151 -1.890
H -2.0987 -2.2121 0.9659 0.153
H -1.0712 -3.0666 2.1144 0.440
H -1.8639 -3.9578 0.7985 0.327
H -1.4442 -1.7220 -1.2360 0.052
H -1.1716 -3.4151 -1.6638 0.307
H 0.1020 -2.2029 -1.9329 0.277
H 0.7395 -4.2742 2.3671 0.339
H 1.7521 -5.3894 1.4514 0.510
H -0.0093 -5.4255 1.2442 0.336
H 1.5719 -3.8118 -1.8217 0.231
H 0.4973 -5.1318 -1.3286 0.364
H 2.2031 -5.1422 -0.8486 0.474
```

Output
Relative energy (zero: lowest compared OMol25 entry of this formula, charge and spin) ... 128.68 kJ/mol
DFT total energy ... -14240.92113 a.u.
HOMO-LUMO gap ... 5.806 eV
E_HOMO ... -2.19 eV
Net charge ... -2

This record from OMol25 describes the ion CH2N3O3 with charge -1 at a distorted geometry. The level of theory is wB97M-V/def2-TZVPD.

```
9
Properties=species:S:1:pos:R:3:mulliken_charge:R:1
C 1.7743 0.6879 0.0494 -0.043
N -0.5903 0.6596 0.0916 -0.485
N 0.6113 0.0129 0.0812 -0.284
N -1.5680 -0.0559 -0.0718 1.137
O -1.3961 -1.5047 -0.1203 -0.593
O 1.9736 1.9010 -0.2571 -0.696
O -2.7324 0.2616 -0.0378 -0.769
H 2.4476 -0.1364 0.1146 0.322
H -0.5202 -1.8259 0.1502 0.411
```

Output
Relative energy (zero: lowest compared OMol25 entry of this formula, charge and spin) ... 369.46 kJ/mol
SMILES ... O=C/N=N/N([O-])O
DFT total energy ... -429.19241 a.u.
HOMO-LUMO gap ... 7.843 eV
E_HOMO ... -3.64 eV
Net charge ... -1

This record from OMol25 describes the ion C15H12F2N3O5S with charge -1 at a distorted geometry. The level of theory is wB97M-V/def2-TZVPD.

```
38
Properties=species:S:1:pos:R:3:mulliken_charge:R:1
F -6.0847 -2.2546 -3.3751 -0.244
C -4.7559 -1.8306 -3.5601 0.314
F -4.7374 -0.9093 -4.5651 -0.189
S -4.3615 -1.1734 -1.8810 -0.040
N -2.8609 -0.1021 -1.8551 -0.217
C -3.2410 1.3097 -1.9154 -0.130
O -3.6512 1.8778 -2.9023 -0.587
C -3.0387 1.8521 -0.5364 0.693
C -2.7065 0.8304 0.2883 -0.436
C -2.6911 0.9627 1.7660 1.218
C -3.2186 2.2983 2.2313 -1.013
C -3.3372 3.3358 1.3482 -0.292
C -3.3108 3.1335 -0.0496 -0.745
C -2.3773 -0.3676 -0.5112 -0.172
O -1.8365 -1.4012 -0.1766 -0.642
H -4.1251 -2.7062 -3.7604 0.158
H -3.3860 0.2050 2.2080 0.420
H -3.5831 2.3694 3.2627 0.339
H -3.4310 4.3533 1.7370 0.381
H -3.4280 3.9353 -0.7701 0.379
C -1.1890 -0.7946 5.6340 -1.180
N -1.0025 0.1797 4.5851 0.021
C -1.3206 -0.2954 3.3273 -0.302
O -1.6354 -1.4686 3.1849 -0.664
C -1.2527 0.6441 2.1629 0.989
C -0.3849 1.8219 2.6211 -0.436
O 0.5804 2.2052 1.9805 -0.637
N -0.6897 2.4097 3.8719 0.359
C -0.0380 3.6577 4.2790 -1.060
C -0.8293 1.5284 4.9597 0.653
O -0.7273 1.8697 6.1302 -0.662
H -1.1454 -0.2812 6.5849 0.396
H -2.1408 -1.3148 5.5097 0.326
H -0.3843 -1.5266 5.5634 0.314
H -0.6661 0.1971 1.3536 0.670
H -0.5456 4.0361 5.1698 0.349
H 1.0001 3.4525 4.5539 0.342
H -0.0670 4.3773 3.4677 0.325
```

Output
Relative energy (zero: lowest compared OMol25 entry of this formula, charge and spin) ... 53.37 kJ/mol
SMILES ... CN1C(=O)C([C@H]2C=CC=C3C(=O)N(SC(F)F)C([O-])=C32)C(=O)N(C)C1=O
DFT total energy ... -1717.24131 a.u.
HOMO-LUMO gap ... 5.955 eV
E_HOMO ... -3.09 eV
Net charge ... -1

This record from OMol25 describes the molecule C3H6N4 at a distorted geometry. The level of theory is wB97M-V/def2-TZVPD.

```
13
Properties=species:S:1:pos:R:3:mulliken_charge:R:1
C 0.1645 -1.0751 0.8244 -0.536
C 0.2092 0.2287 0.1208 1.132
C 1.4520 0.9120 -0.3710 -1.225
N -0.8712 1.1296 0.4467 -0.236
N -1.9483 0.6633 0.0821 -0.311
N -1.9331 -0.5283 -0.4140 -0.075
N -0.3193 -0.9566 -0.5357 -0.492
H 1.0681 -1.6627 0.9190 0.267
H -0.5613 -1.2012 1.6189 0.266
H 1.6277 1.7988 0.2335 0.359
H 1.3121 1.2146 -1.4092 0.252
H 2.3106 0.2477 -0.3126 0.329
H -2.5111 -0.7709 -1.2029 0.270
```

Output
Relative energy (zero: lowest compared OMol25 entry of this formula, charge and spin) ... 377.85 kJ/mol
SMILES ... C[C@]12CN1NN=N2
DFT total energy ... -336.80533 a.u.
HOMO-LUMO gap ... 10.472 eV
E_HOMO ... -9.28 eV

This record from OMol25 describes a cluster of 6 separate species, C26H62N2O10 in total at a distorted geometry. The level of theory is wB97M-V/def2-TZVPD.

```
100
Properties=species:S:1:pos:R:3:mulliken_charge:R:1
C 7.1098 -25.6510 -3.4369 -1.763
C 8.1044 -24.5068 -3.5645 1.624
C 8.4030 -24.0082 -2.1060 -1.173
C 9.3781 -24.9505 -1.4245 -0.647
C 10.6408 -25.0022 -2.2980 -1.451
C 10.4929 -25.6447 -3.6652 1.687
N 9.3506 -24.9016 -4.2834 0.035
O 9.1090 -25.4238 -5.5786 -0.435
C 11.8323 -25.3159 -4.4484 -1.905
C 10.3007 -27.1605 -3.5223 -1.461
C 7.4445 -23.3104 -4.2937 -1.954
H 7.5366 -26.4508 -2.8318 0.378
H 6.9358 -26.1176 -4.4065 0.438
H 6.1118 -25.4001 -3.0775 0.424
H 8.8165 -23.0025 -2.0317 0.367
H 7.4552 -23.9311 -1.5733 0.479
H 8.8995 -25.9206 -1.2901 0.288
H 9.4976 -24.6121 -0.3953 0.394
H 11.3741 -25.5684 -1.7238 0.459
H 11.2385 -24.0909 -2.3195 0.485
H 11.9688 -24.2455 -4.6023 0.411
H 12.6642 -25.7439 -3.8891 0.411
H 11.8535 -25.7936 -5.4280 0.395
H 11.2336 -27.7018 -3.6797 0.461
H 9.9712 -27.5479 -2.5582 0.336
H 9.5584 -27.4522 -4.2653 0.211
H 6.9004 -23.5546 -5.2061 0.385
H 8.1778 -22.5621 -4.5941 0.427
H 6.6734 -22.7395 -3.7764 0.374
H 8.6615 -26.2508 -5.3852 0.320
C 14.6003 -18.2721 -11.3485 -1.819
C 15.3741 -18.3456 -12.6827 1.727
C 15.5373 -19.8271 -13.1442 -1.241
C 16.1778 -20.1088 -14.4714 -0.737
C 15.3813 -19.3664 -15.5374 -1.092
C 15.3766 -17.8166 -15.2405 1.451
N 14.8630 -17.5969 -13.9037 0.019
O 14.7184 -16.2482 -13.6508 -0.415
C 16.6881 -17.1117 -15.6039 -1.687
C 14.2790 -17.1754 -16.1490 -1.923
C 16.7012 -17.7462 -12.1984 -1.909
H 14.0073 -17.3634 -11.2452 0.365
H 15.1785 -18.4426 -10.4404 0.350
H 13.8105 -19.0207 -11.2863 0.406
H 16.2053 -20.2611 -12.4002 0.388
H 14.6701 -20.4701 -12.9938 0.390
H 16.2338 -21.1930 -14.5687 0.383
H 17.1936 -19.7414 -14.3255 0.324
H 14.4524 -19.9351 -15.5799 0.405
H 15.8731 -19.6300 -16.4738 0.485
H 16.7420 -16.0627 -15.3128 0.373
H 17.4992 -17.6050 -15.0683 0.354
H 16.8040 -17.1164 -16.6877 0.430
H 13.2752 -17.5560 -15.9602 0.429
H 14.3101 -16.0863 -16.1167 0.368
H 14.4747 -17.5003 -17.1708 0.450
H 17.3663 -17.5764 -13.0452 0.455
H 17.2412 -18.4448 -11.5594 0.462
H 16.6802 -16.7107 -11.8587 0.440
H 15.6234 -16.0158 -13.4306 0.367
C 11.9572 -19.0688 -4.8437 -0.271
C 10.9497 -17.9691 -5.0627 -0.416
O 10.8025 -17.2524 -3.8408 -0.525
O 13.2215 -18.5399 -4.4824 -0.551
H 12.0907 -19.6966 -5.7246 0.319
H 11.7332 -19.8607 -4.1290 0.265
H 9.9797 -18.3247 -5.4101 0.305
H 11.1852 -17.2208 -5.8195 0.247
H 11.7140 -17.1478 -3.5585 0.331
H 13.8038 -19.2964 -4.3813 0.295
C 17.6825 -20.5438 1.0420 -0.201
C 18.2124 -21.9621 0.6933 -0.461
O 17.2428 -22.8412 0.0951 -0.494
O 18.7218 -19.8225 1.6634 -0.523
H 16.7954 -20.5466 1.6753 0.273
H 17.4531 -20.0110 0.1192 0.202
H 18.3603 -22.4070 1.6774 0.259
H 19.2067 -21.9557 0.2466 0.324
H 16.8619 -23.2883 0.8545 0.308
H 18.4729 -19.6064 2.5650 0.315
C 22.1850 -27.6318 -8.5906 -0.154
C 21.2413 -28.1194 -9.7198 -0.604
O 21.9396 -28.8227 -10.7733 -0.523
O 22.8524 -28.6785 -7.8746 -0.493
H 21.5563 -27.0771 -7.8941 0.239
H 22.8539 -26.8955 -9.0361 0.251
H 20.7746 -27.2163 -10.1132 0.322
H 20.4013 -28.7765 -9.4949 0.318
H 22.4205 -28.1860 -11.3072 0.314
H 22.8455 -29.4239 -8.4795 0.330
C 18.7357 -22.6242 -6.7345 -0.350
C 18.6704 -22.4736 -5.1664 -0.560
O 17.4734 -22.0437 -4.7615 -0.466
O 18.0523 -23.8151 -7.1301 -0.520
H 19.8056 -22.5819 -6.9385 0.304
H 18.2434 -21.7937 -7.2403 0.257
H 19.4202 -21.8091 -4.7371 0.337
H 18.8191 -23.4718 -4.7545 0.351
H 17.3428 -22.6207 -4.0054 0.341
H 17.2046 -23.8041 -6.6795 0.304
```

Output
Relative energy (zero: lowest compared OMol25 entry of this formula, charge and spin) ... 360.46 kJ/mol
SMILES ... CC1(C)CCCC(C)(C)N1O.CC1(C)CCCC(C)(C)N1O.OCCO.OCCO.OCCO.OCCO
DFT total energy ... -1889.45833 a.u.
HOMO-LUMO gap ... 8.318 eV
E_HOMO ... -8.24 eV